(1)
Molecular formula: C4H7N5
Method: DFT, wB97M-V/def2-TZVPD

Last column: Löwdin charge in e.
CARTESIAN COORDINATES (ANGSTROEM)
1 N -1.759 -0.068 -3.210  -0.329
2 H 1.538 -1.400 2.278  0.150
3 H -0.740 2.114 -0.120  0.109
4 N 0.070 0.202 -0.529  0.018
5 C 1.515 -0.602 1.394  -0.188
6 C 0.783 0.452 2.160  -0.184
7 C -0.279 1.178 0.241  -0.219
8 C 0.702 -0.891 0.113  -0.274
9 H 0.857 0.474 3.318  0.134
10 H 2.550 -0.305 1.101  0.114
11 N -0.141 1.156 1.640  0.052
12 H -0.122 -1.605 0.569  0.145
13 H -2.956 0.620 -1.842  0.055
14 H 1.316 -1.483 -0.691  0.136
15 N -2.131 0.619 -2.339  0.110
16 N -1.202 -0.460 -4.084  0.172

Orbital gap (eV): 9.58
Relative energy (zero: lowest compared OMol25 entry of this formula, charge and spin) (kJ/mol): 558.9
DFT total energy (hartree): -430.24950

(2)
Molecular formula: C32H25N5O7Pb
Method: DFT, wB97M-V/def2-TZVPD

Last column: Löwdin charge in e.
CARTESIAN COORDINATES (ANGSTROEM)
1 C 0.600 3.271 3.016  -0.143
2 O 0.554 0.719 -0.278  -0.290
3 C 1.317 2.774 0.811  -0.009
4 C -1.950 -1.789 3.218  -0.111
5 O -3.006 -2.464 -1.133  -0.141
6 Pb -0.281 -1.230 -1.280  1.584
7 H -1.979 2.014 -0.186  0.108
8 H 1.932 2.962 -0.047  0.093
9 C -2.776 1.638 -2.194  -0.185
10 H 4.859 2.380 -2.805  0.069
11 H -0.343 1.748 4.096  0.096
12 N 6.201 -0.958 -1.450  -0.369
13 N -1.620 -0.439 3.270  0.106
14 C 3.165 -2.407 0.123  -0.149
15 N -1.345 1.345 -2.513  0.005
16 C -1.374 -2.287 2.117  -0.122
17 C -0.024 1.062 2.021  -0.100
18 H 3.704 0.077 -2.790  0.112
19 H -0.839 3.271 -3.005  0.112
20 O 2.739 -4.716 0.153  -0.022
21 C 3.108 3.421 -2.939  -0.169
22 C -0.807 -0.203 2.183  -0.275
23 H 4.647 -3.250 -1.092  0.137
24 C 0.004 2.030 3.081  -0.085
25 H -6.101 -5.012 0.723  0.090
26 C -4.573 -3.830 -0.145  -0.064
27 C -3.936 -0.213 0.473  -0.159
28 C -6.199 -3.000 1.543  -0.154
29 C 4.265 -2.311 -0.671  0.057
30 H 3.599 4.479 -2.862  0.109
31 H 5.130 0.969 0.005  0.130
32 C -5.647 -3.987 0.722  -0.161
33 C 3.176 1.047 -2.738  -0.017
34 H -4.576 0.499 0.975  0.102
35 C 0.971 2.196 -2.784  -0.156
36 C 3.573 -0.209 1.043  -0.042
37 H 0.571 3.959 3.910  0.094
38 H -1.370 -3.305 1.737  0.118
39 H -2.031 0.196 3.928  0.135
40 C 1.300 3.648 1.832  -0.125
41 N -0.662 -1.293 1.426  0.043
42 N -2.966 0.133 -0.307  0.020
43 C 1.739 3.384 -2.873  -0.116
44 C -4.399 -1.541 0.647  -0.155
45 C 2.786 -1.385 1.001  0.005
46 C -0.492 2.226 -2.786  -0.156
47 O 7.065 -0.229 -1.042  0.047
48 O 6.385 -1.668 -2.443  0.036
49 O 1.050 -3.234 -0.273  -0.175
50 H -5.850 -1.081 2.180  0.076
51 H -2.666 -2.231 3.819  0.082
52 H -4.187 -4.772 -0.596  0.108
53 C 0.559 1.486 0.825  -0.317
54 C 1.738 0.971 -2.775  -0.414
55 H 1.823 -1.489 1.571  0.121
56 C -5.518 -1.778 1.454  -0.106
57 C 4.649 -0.033 0.160  -0.030
58 C -3.864 -2.628 -0.252  -0.449
59 H -3.038 2.630 -2.565  0.084
60 H 3.131 0.668 1.547  0.102
61 C -2.877 1.545 -0.632  -0.216
62 H -3.435 0.977 -2.729  0.097
63 C 2.213 -3.599 -0.001  -0.677
64 H -3.804 2.114 -0.343  0.105
65 H 1.819 4.563 1.883  0.076
66 O 1.149 -0.138 -2.752  -0.274
67 C 3.835 2.236 -2.777  -0.130
68 H -7.020 -3.206 2.246  0.075
69 C 5.001 -1.092 -0.651  -0.179
70 H 1.198 4.371 -3.028  0.109

Orbital gap (eV): 6.44
Relative energy (zero: lowest compared OMol25 entry of this formula, charge and spin) (kJ/mol): 143.6
DFT total energy (hartree): -2227.70961
Charge: -2

(3)
Molecular formula: C21H21B2F2N12O4Pr
Method: DFT, wB97M-V/def2-TZVPD

Last column: Löwdin charge in e.
CARTESIAN COORDINATES (ANGSTROEM)
1 C -2.388 2.940 -4.826  -0.479
2 C -1.088 -2.951 -1.827  -0.031
3 O -1.331 2.510 -5.183  0.160
4 N -2.769 2.029 -1.301  0.093
5 N -0.545 -2.925 0.339  0.076
6 H 0.945 -3.478 -1.078  0.134
7 B -2.708 -2.469 1.402  -0.612
8 O -1.259 -0.145 -2.489  -0.035
9 H 2.520 -4.515 0.873  0.117
10 C -2.216 -2.597 -1.091  -0.061
11 H -0.730 0.654 2.865  0.097
12 N -3.835 2.819 -1.465  0.045
13 H -4.716 3.953 -3.006  0.135
14 H -1.525 -1.765 5.826  0.114
15 C 0.954 -5.863 3.380  -0.139
16 C -1.475 -1.943 4.772  0.005
17 C 2.644 -1.758 1.788  -0.045
18 N 0.000 3.770 2.440  0.120
19 H -0.204 2.891 4.375  0.117
20 H -3.233 -2.439 -1.405  0.145
21 N -2.036 -2.362 2.664  0.137
22 C 3.249 -0.638 1.256  -0.017
23 N -0.408 1.992 1.218  0.001
24 C -0.978 1.072 -2.428  -0.659
25 C -0.330 -2.039 4.004  -0.013
26 H -4.053 3.857 -5.284  0.113
27 H 0.700 -1.968 4.289  0.143
28 C -2.843 2.784 -3.424  -0.044
29 C 1.915 -4.846 1.692  -0.090
30 C -0.222 2.746 3.316  -0.060
31 C -0.470 1.648 2.551  -0.110
32 H -1.044 -3.093 -2.889  0.125
33 F -4.027 -2.394 1.290  0.261
34 O 0.073 1.484 -1.893  -0.019
35 H 3.034 -2.529 2.420  0.128
36 N 1.372 -1.790 1.369  0.029
37 H 0.814 4.821 0.054  0.091
38 H 0.685 -6.536 4.170  0.104
39 O -3.211 3.577 -5.666  0.147
40 C 2.249 -0.018 0.511  -0.094
41 H 2.775 -6.725 2.441  0.094
42 H -3.587 -2.198 4.095  0.145
43 N 0.830 -4.143 2.116  -0.006
44 N 0.246 -4.781 3.150  0.077
45 C 2.031 -5.958 2.483  -0.052
46 C -0.062 -3.138 -0.922  -0.040
47 C -2.154 2.003 -2.479  -0.124
48 B 0.257 -2.829 1.643  -0.670
49 H 2.304 0.881 -0.084  0.126
50 N 1.112 -0.719 0.586  -0.059
51 C -3.924 3.292 -2.716  0.009
52 H 0.165 3.462 -0.894  0.068
53 F -2.500 -0.063 0.957  -0.395
54 N -1.880 -2.626 0.246  0.052
55 H 0.239 4.714 2.700  0.171
56 H -0.928 4.678 -0.203  0.092
57 H -4.485 2.951 -0.702  0.179
58 H 4.264 -0.328 1.377  0.103
59 C -0.128 3.286 1.186  -0.343
60 C -0.009 4.114 -0.037  0.019
61 Pr -0.957 0.136 -0.339  1.274
62 C -2.533 -2.158 3.911  0.037
63 N -0.679 -2.291 2.726  0.114

Orbital gap (alpha / beta) (eV): 5.52 / 8.90
Relative energy (zero: lowest compared OMol25 entry of this formula, charge and spin) (kJ/mol): 51.9
DFT total energy (hartree): -2537.45931
Spin multiplicity: 4
Charge: +1

(4)
Molecular formula: C20H33F9NO10S5
Method: DFT, wB97M-V/def2-TZVPD

Last column: Löwdin charge in e.
CARTESIAN COORDINATES (ANGSTROEM)
1 H 8.844 -2.882 -1.096  0.113
2 H 4.416 4.381 0.455  0.111
3 O 3.013 3.528 3.428  -0.325
4 H 3.193 6.723 3.560  0.106
5 C 5.576 -3.578 -1.885  -0.214
6 C -2.284 0.202 3.074  -0.548
7 S 6.367 -5.029 -2.598  0.660
8 F -3.384 -0.597 -0.032  0.106
9 H 3.572 0.107 2.947  0.117
10 F -3.435 -1.532 4.102  0.152
11 F -1.680 -1.910 1.562  0.102
12 H 0.316 -0.728 1.095  0.097
13 H 3.003 3.345 0.752  0.080
14 C 3.281 0.656 2.052  -0.233
15 F -3.245 -3.204 2.307  0.155
16 H 3.748 1.634 2.046  0.069
17 H 1.426 -1.399 2.275  0.124
18 H -6.664 0.265 -4.115  0.090
19 H 6.467 -1.792 -1.031  0.102
20 O 4.886 -1.194 1.009  -0.334
21 C 6.658 -2.861 -1.072  -0.222
22 O -7.251 1.395 -0.282  -0.346
23 H -9.566 1.167 -4.247  0.067
24 H 1.278 1.001 2.802  0.114
25 O -5.701 -2.717 -1.035  -0.297
26 C 2.753 6.661 1.393  -0.222
27 C 2.725 6.092 2.808  -0.230
28 H -8.944 -0.025 -1.443  0.086
29 C -7.722 0.006 -4.060  -0.261
30 N -6.272 -0.728 0.456  -0.328
31 C 8.010 -4.689 -1.966  -0.237
32 C -3.028 -1.988 1.805  -0.348
33 F -4.517 -0.313 2.654  0.170
34 C 2.511 5.470 0.456  -0.206
35 H -8.614 1.568 -2.797  0.054
36 C 1.768 0.698 1.880  -0.218
37 C -3.355 -0.913 2.903  -0.342
38 H -8.295 -1.585 -0.956  0.092
39 O 6.393 -4.892 -4.033  -0.328
40 O 4.095 0.669 -0.450  -0.333
41 H 1.999 7.437 1.265  0.114
42 C -7.916 -1.117 -3.025  -0.233
43 C 2.308 -1.132 0.314  -0.206
44 C -8.097 -0.704 -1.566  -0.254
45 S 3.852 -0.259 0.631  0.669
46 H 4.736 -3.916 -1.283  0.100
47 H -7.065 -1.799 -3.081  0.099
48 F -1.987 0.796 1.921  0.180
49 H -7.989 -0.415 -5.038  0.097
50 H 6.649 -3.224 -0.043  0.116
51 F -3.109 -2.740 -0.366  0.097
52 S -5.581 -2.120 0.274  0.554
53 C 1.349 -0.708 1.434  -0.208
54 S 3.670 4.575 2.684  0.663
55 O -5.816 -2.940 1.433  -0.300
56 C -3.722 -1.819 0.417  -0.450
57 H 8.117 -5.247 -1.036  0.105
58 S -6.707 0.170 -0.824  0.535
59 H 3.730 7.105 1.192  0.118
60 H 1.468 5.155 0.527  0.120
61 H -8.092 2.119 -4.372  0.068
62 H 1.962 -0.809 -0.667  0.107
63 H 8.733 -5.035 -2.700  0.104
64 H 5.216 -2.976 -2.717  0.106
65 F -2.752 1.127 3.911  0.180
66 H 8.100 -2.659 -2.680  0.118
67 H -8.805 -1.701 -3.294  0.108
68 H 1.717 5.818 3.116  0.109
69 C 8.008 -3.184 -1.727  -0.221
70 H 1.501 1.424 1.107  0.118
71 H 2.705 5.728 -0.584  0.115
72 O -5.675 0.280 -1.829  -0.324
73 O 5.059 4.871 2.928  -0.318
74 O 5.848 -6.234 -2.002  -0.329
75 H 2.517 -2.199 0.300  0.100
76 C 3.430 4.332 0.913  -0.209
77 C -8.553 1.277 -3.847  -0.106
78 F -1.153 -0.287 3.592  0.163

Orbital gap (eV): 8.53
DFT total energy (hartree): -4478.82779
Charge: -1

Which formula does entry 3 have?
C21H21B2F2N12O4Pr

Please write out number 3 again, unchanged.
Molecular formula: C21H21B2F2N12O4Pr
Method: DFT, wB97M-V/def2-TZVPD

Last column: Löwdin charge in e.
CARTESIAN COORDINATES (ANGSTROEM)
1 C -2.388 2.940 -4.826  -0.479
2 C -1.088 -2.951 -1.827  -0.031
3 O -1.331 2.510 -5.183  0.160
4 N -2.769 2.029 -1.301  0.093
5 N -0.545 -2.925 0.339  0.076
6 H 0.945 -3.478 -1.078  0.134
7 B -2.708 -2.469 1.402  -0.612
8 O -1.259 -0.145 -2.489  -0.035
9 H 2.520 -4.515 0.873  0.117
10 C -2.216 -2.597 -1.091  -0.061
11 H -0.730 0.654 2.865  0.097
12 N -3.835 2.819 -1.465  0.045
13 H -4.716 3.953 -3.006  0.135
14 H -1.525 -1.765 5.826  0.114
15 C 0.954 -5.863 3.380  -0.139
16 C -1.475 -1.943 4.772  0.005
17 C 2.644 -1.758 1.788  -0.045
18 N 0.000 3.770 2.440  0.120
19 H -0.204 2.891 4.375  0.117
20 H -3.233 -2.439 -1.405  0.145
21 N -2.036 -2.362 2.664  0.137
22 C 3.249 -0.638 1.256  -0.017
23 N -0.408 1.992 1.218  0.001
24 C -0.978 1.072 -2.428  -0.659
25 C -0.330 -2.039 4.004  -0.013
26 H -4.053 3.857 -5.284  0.113
27 H 0.700 -1.968 4.289  0.143
28 C -2.843 2.784 -3.424  -0.044
29 C 1.915 -4.846 1.692  -0.090
30 C -0.222 2.746 3.316  -0.060
31 C -0.470 1.648 2.551  -0.110
32 H -1.044 -3.093 -2.889  0.125
33 F -4.027 -2.394 1.290  0.261
34 O 0.073 1.484 -1.893  -0.019
35 H 3.034 -2.529 2.420  0.128
36 N 1.372 -1.790 1.369  0.029
37 H 0.814 4.821 0.054  0.091
38 H 0.685 -6.536 4.170  0.104
39 O -3.211 3.577 -5.666  0.147
40 C 2.249 -0.018 0.511  -0.094
41 H 2.775 -6.725 2.441  0.094
42 H -3.587 -2.198 4.095  0.145
43 N 0.830 -4.143 2.116  -0.006
44 N 0.246 -4.781 3.150  0.077
45 C 2.031 -5.958 2.483  -0.052
46 C -0.062 -3.138 -0.922  -0.040
47 C -2.154 2.003 -2.479  -0.124
48 B 0.257 -2.829 1.643  -0.670
49 H 2.304 0.881 -0.084  0.126
50 N 1.112 -0.719 0.586  -0.059
51 C -3.924 3.292 -2.716  0.009
52 H 0.165 3.462 -0.894  0.068
53 F -2.500 -0.063 0.957  -0.395
54 N -1.880 -2.626 0.246  0.052
55 H 0.239 4.714 2.700  0.171
56 H -0.928 4.678 -0.203  0.092
57 H -4.485 2.951 -0.702  0.179
58 H 4.264 -0.328 1.377  0.103
59 C -0.128 3.286 1.186  -0.343
60 C -0.009 4.114 -0.037  0.019
61 Pr -0.957 0.136 -0.339  1.274
62 C -2.533 -2.158 3.911  0.037
63 N -0.679 -2.291 2.726  0.114

Orbital gap (alpha / beta) (eV): 5.52 / 8.90
Relative energy (zero: lowest compared OMol25 entry of this formula, charge and spin) (kJ/mol): 51.9
DFT total energy (hartree): -2537.45931
Spin multiplicity: 4
Charge: +1

Which value of DFT total energy does entry 4 give?
-4478.82779 hartree